Record 1
Here is a cluster of 3 separate species, C28H56NO5 in total in a non-equilibrium geometry from the OMol25 dataset. Energies are from the ωB97M-V functional and the def2-TZVPD basis.

## Properties
* 2S+1: 2
* HOMO (alpha / beta): -9.315 / -9.824 eV
* E_LUMO (alpha / beta): -0.014 / -0.020 hartree
* frontier orbital gap (alpha / beta): 8.93 / 9.27 eV

Each atom is followed by the atoms it is bonded to, with distances in Å.
Element x y z (Å)
1 C 4.2280 -0.9411 -0.0484  C2 1.639, H23 1.176, H24 1.182, H25 1.191
2 C 4.2346 0.2986 -1.1210  C1 1.639, C3 1.673, H26 1.191, H27 1.186
3 C 3.2929 1.5943 -0.6395  C2 1.673, O4 1.468, H28 1.194, H29 1.170
4 O 1.9719 1.6229 -1.2785  C3 1.468, C5 1.495
5 C 0.9531 2.2771 -0.4011  O4 1.495, C6 1.635, C13 1.657, C22 1.674
6 C 1.3055 3.8375 -0.0610  C5 1.635, C7 1.636, H30 1.194, H31 1.175
7 C 0.2616 4.6010 0.9415  C6 1.636, O8 1.334, O9 1.497
8 O -1.0124 4.9122 0.6962  C7 1.334
9 O 0.8052 5.0507 2.2617  C7 1.497, C10 1.471
10 C 0.4557 4.0997 3.3278  O9 1.471, C11 1.640, O12 1.356
11 C -1.0541 3.6976 3.8250  C10 1.640, H32 1.189, H33 1.193, H34 1.173
12 O 1.4858 3.4651 3.9410  C10 1.356
13 C 0.5515 1.3578 0.9171  C5 1.657, C14 1.645, H35 1.194, H36 1.194
14 C -0.2537 -0.0273 0.5446  C13 1.645, C15 1.651, C16 1.673, N17 1.506
15 C -1.6952 -0.0235 1.3495  C14 1.651, H37 1.193, H38 1.193, H39 1.171
16 C 0.6215 -1.2795 1.2262  C14 1.673, H40 1.170, H41 1.191, H42 1.191
17 N -0.3492 -0.3448 -0.9248  C14 1.506, O18 1.372, C19 1.507
18 O -1.2140 -1.3875 -1.1403  N17 1.372
19 C -0.9084 0.7781 -1.7594  N17 1.507, C20 1.640, C21 1.673, C22 1.637
20 C -2.5412 0.8027 -1.9092  C19 1.640, H43 1.170, H44 1.194, H45 1.180
21 C -0.3201 0.5287 -3.3056  C19 1.673, H46 1.194, H47 1.193, H48 1.170
22 C -0.4365 2.2871 -1.3341  C5 1.674, C19 1.637, H49 1.186, H50 1.185
23 H 5.2799 -1.4301 0.1422  C1 1.176
24 H 3.8592 -0.4948 0.9821  C1 1.182
25 H 3.4127 -1.7211 -0.4287  C1 1.191
26 H 5.3448 0.7287 -1.1524  C2 1.191
27 H 3.9872 -0.0266 -2.2343  C2 1.186
28 H 3.8799 2.5491 -1.0509  C3 1.194
29 H 3.2922 1.7013 0.5253  C3 1.170
30 H 1.2599 4.4257 -1.0991  C6 1.194
31 H 2.3866 4.0293 0.3585  C6 1.175
32 H -1.0841 3.8289 5.0059  C11 1.189
33 H -1.2537 2.5354 3.6450  C11 1.193
34 H -1.9187 4.3417 3.3621  C11 1.173
35 H -0.1670 1.9480 1.6666  C13 1.194
36 H 1.4976 1.0722 1.5867  C13 1.194
37 H -1.4190 0.0326 2.5088  C15 1.193
38 H -2.3206 0.9700 1.1383  C15 1.193
39 H -2.3387 -0.9895 1.1924  C15 1.171
40 H 1.7711 -1.0656 1.2657  C16 1.170
41 H 0.1905 -1.5212 2.3097  C16 1.191
42 H 0.4985 -2.2912 0.6098  C16 1.191
43 H -3.1362 0.7681 -0.9025  C20 1.170
44 H -2.8085 1.8549 -2.4067  C20 1.194
45 H -2.9651 -0.0056 -2.6575  C20 1.180
46 H -1.2532 0.2803 -4.0071  C21 1.194
47 H 0.3132 -0.4824 -3.2887  C21 1.193
48 H 0.2920 1.4384 -3.7139  C21 1.170
49 H -1.3529 2.7769 -0.7619  C22 1.186
50 H -0.1818 2.9875 -2.2551  C22 1.185
51 C 3.3620 -2.8979 -3.9377  C52 1.520, H57 1.093, H58 1.095, H59 1.095
52 C 4.7083 -3.1477 -3.2783  C51 1.520, C53 1.531, H60 1.095, H61 1.097
53 C 5.7274 -3.7913 -4.2217  C52 1.531, C54 1.534, H62 1.096, H63 1.096
54 C 5.3425 -5.1825 -4.7417  C53 1.534, C55 1.531, H64 1.098, H65 1.097
55 C 5.0797 -6.2316 -3.6580  C54 1.531, C56 1.521, H66 1.096, H67 1.095
56 C 6.3036 -6.5204 -2.8026  C55 1.521, H68 1.094, H69 1.096, H70 1.093
57 H 2.8924 -3.8281 -4.2671  C51 1.093
58 H 2.6790 -2.4150 -3.2305  C51 1.095
59 H 3.4713 -2.2393 -4.8054  C51 1.095
60 H 4.5715 -3.7620 -2.3824  C52 1.095
61 H 5.1125 -2.1890 -2.9307  C52 1.097
62 H 6.6947 -3.8489 -3.7088  C53 1.096
63 H 5.8818 -3.1312 -5.0824  C53 1.096
64 H 6.1461 -5.5412 -5.3981  C54 1.098
65 H 4.4519 -5.1021 -5.3764  C54 1.097
66 H 4.7651 -7.1627 -4.1440  C55 1.096
67 H 4.2461 -5.9246 -3.0179  C55 1.095
68 H 7.1320 -6.8838 -3.4185  C56 1.094
69 H 6.0700 -7.2923 -2.0610  C56 1.096
70 H 6.6383 -5.6323 -2.2607  C56 1.093
71 C -8.1839 0.3766 4.7167  C72 1.520, H77 1.093, H78 1.095, H79 1.095
72 C -7.6679 0.4982 3.2925  C71 1.520, C73 1.531, H80 1.095, H81 1.097
73 C -6.1648 0.2337 3.1751  C72 1.531, C74 1.534, H82 1.096, H83 1.096
74 C -5.2708 1.2157 3.9436  C73 1.534, C75 1.531, H84 1.098, H85 1.097
75 C -5.4500 2.6888 3.5670  C74 1.531, C76 1.521, H86 1.096, H87 1.095
76 C -5.0958 2.9778 2.1165  C75 1.521, H88 1.094, H89 1.096, H90 1.093
77 H -7.7167 1.1073 5.3817  C71 1.093
78 H -9.2652 0.5499 4.7426  C71 1.095
79 H -7.9925 -0.6252 5.1145  C71 1.095
80 H -7.9170 1.4869 2.8934  C72 1.095
81 H -8.1991 -0.2263 2.6632  C72 1.097
82 H -5.8876 0.2421 2.1144  C73 1.096
83 H -5.9529 -0.7797 3.5337  C73 1.096
84 H -4.2232 0.9306 3.7801  C74 1.098
85 H -5.4463 1.1042 5.0202  C74 1.097
86 H -4.8025 3.2942 4.2124  C75 1.096
87 H -6.4750 3.0167 3.7691  C75 1.095
88 H -4.0554 2.7093 1.9090  C76 1.094
89 H -5.2175 4.0461 1.9057  C76 1.096
90 H -5.7399 2.4292 1.4248  C76 1.093

Atomic partial charges in e from the Mulliken method, atoms 1 to 8: number 1, C, carries -0.78; number 2, C, carries -0.39; number 3, C, carries -0.26; number 4, O, carries -0.32; number 5, C, carries 0.88; number 6, C, carries -0.70; number 7, C, carries 0.41; number 8, O, carries -0.52

***

Record 2
Here is a cluster of 9 separate species, C28H56O10S in total in a non-equilibrium geometry from the OMol25 dataset. Energies are from the ωB97M-V functional and the def2-TZVPD basis.

## Properties
* ΔE to the lowest compared entry with this formula, charge and spin: 0.000 eV
* HOMO: -9.299 eV
* E_LUMO: 0.013 hartree
* frontier orbital gap: 9.66 eV

Each atom is followed by the atoms it is bonded to, with distances in Å.
Element x y z (Å)
1 C -4.2899 -2.2137 -3.7255  C2 1.555, C7 1.599, H8 1.107, H9 1.071
2 C -2.7788 -1.9906 -3.4344  C1 1.555, C3 1.528, H10 1.086, H11 1.078
3 C -2.6652 -1.3506 -2.0518  C2 1.528, S4 1.804, H12 1.083, H13 1.093
4 S -4.0477 -1.9381 -1.0524  C3 1.804, O5 1.469, O6 1.435, C7 1.833
5 O -4.3807 -0.7793 -0.2137  S4 1.469
6 O -3.6067 -3.1741 -0.4729  S4 1.435
7 C -5.2122 -2.2942 -2.4222  C1 1.599, S4 1.833, H14 1.079, H15 1.120
8 H -4.4307 -3.1474 -4.3042  C1 1.107
9 H -4.6656 -1.4291 -4.3500  C1 1.071
10 H -2.3189 -1.3610 -4.1901  C2 1.086
11 H -2.2422 -2.9257 -3.4360  C2 1.078
12 H -2.8073 -0.2894 -2.2127  C3 1.083
13 H -1.7390 -1.5141 -1.4942  C3 1.093
14 H -5.9574 -1.5146 -2.4113  C7 1.079
15 H -5.6749 -3.3045 -2.2851  C7 1.120
16 C -3.0222 3.4304 -0.2801  C17 1.482, H20 1.076, H21 1.074, H22 1.088
17 C -3.3808 2.8114 -1.5774  C16 1.482, O18 1.231, C19 1.552
18 O -2.6052 2.0365 -2.1382  C17 1.231
19 C -4.7687 3.0270 -2.2378  C17 1.552, H23 1.088, H24 1.072, H25 1.096
20 H -3.3877 2.7843 0.4983  C16 1.076
21 H -3.4908 4.3893 -0.1592  C16 1.074
22 H -1.9517 3.6113 -0.2157  C16 1.088
23 H -5.5668 2.6078 -1.6290  C19 1.088
24 H -4.7170 2.5440 -3.1931  C19 1.072
25 H -4.9294 4.1019 -2.3763  C19 1.096
26 C 2.9906 -3.9274 2.9227  C27 1.499, H30 1.099, H31 1.103, H32 1.084
27 C 2.6311 -4.7946 1.7540  C26 1.499, O28 1.228, C29 1.515
28 O 2.5781 -6.0140 1.8852  C27 1.228
29 C 2.3654 -4.0506 0.4612  C27 1.515, H33 1.108, H34 1.080, H35 1.079
30 H 3.3151 -4.6204 3.7110  C26 1.099
31 H 2.0807 -3.3804 3.2215  C26 1.103
32 H 3.6743 -3.1373 2.6329  C26 1.084
33 H 3.3427 -3.6564 0.1205  C29 1.108
34 H 1.7339 -3.1903 0.6248  C29 1.080
35 H 1.9483 -4.7033 -0.2902  C29 1.079
36 C 0.9605 2.0311 -3.7505  C37 1.494, H40 1.070, H41 1.112, H42 1.106
37 C 1.3975 0.8592 -2.9332  C36 1.494, O38 1.207, C39 1.549
38 O 2.0936 0.9175 -1.9494  C37 1.207
39 C 0.8902 -0.4529 -3.5822  C37 1.549, H43 1.072, H44 1.107, H45 1.083
40 H 1.2922 2.9431 -3.2992  C36 1.070
41 H -0.1454 2.0988 -3.8504  C36 1.112
42 H 1.3670 1.8811 -4.7678  C36 1.106
43 H 1.7139 -0.9299 -4.0742  C39 1.072
44 H 0.1136 -0.2995 -4.3560  C39 1.107
45 H 0.4525 -1.1169 -2.8464  C39 1.083
46 C -0.9164 -3.8851 1.6651  C47 1.496, H50 1.073, H51 1.098, H52 1.069
47 C -1.0054 -2.6647 2.5252  C46 1.496, O48 1.214, C49 1.452
48 O -0.0192 -2.0844 2.9309  C47 1.214
49 C -2.3316 -2.1033 2.7085  C47 1.452, H53 1.059, H54 1.079, H55 1.107
50 H -0.1143 -4.4741 2.0666  C46 1.073
51 H -0.5172 -3.5032 0.7165  C46 1.098
52 H -1.8285 -4.4039 1.4632  C46 1.069
53 H -2.2214 -1.3170 3.4097  C49 1.059
54 H -3.1720 -2.7699 2.8282  C49 1.079
55 H -2.5725 -1.6603 1.7234  C49 1.107
56 C -0.8935 0.5866 0.6523  C57 1.516, H60 1.089, H61 1.082, H62 1.105
57 C 0.2289 -0.3902 0.3621  C56 1.516, O58 1.211, C59 1.489
58 O -0.0428 -1.4856 -0.0767  C57 1.211
59 C 1.5986 -0.0574 0.8418  C57 1.489, H63 1.097, H64 1.083, H65 1.082
60 H -1.4214 0.8390 -0.2661  C56 1.089
61 H -0.5466 1.4760 1.1623  C56 1.082
62 H -1.6036 0.1070 1.3502  C56 1.105
63 H 2.2726 -0.7766 0.3601  C59 1.097
64 H 1.6253 -0.2694 1.9036  C59 1.083
65 H 1.9063 0.9611 0.6469  C59 1.082
66 C 1.1995 4.5311 -0.3549  C67 1.541, H70 1.087, H71 1.112, H72 1.124
67 C 0.2964 4.9441 0.8228  C66 1.541, O68 1.226, C69 1.518
68 O -0.7012 5.6272 0.6222  C67 1.226
69 C 0.7219 4.4430 2.1909  C67 1.518, H73 1.093, H74 1.097, H75 1.101
70 H 2.2350 4.3538 -0.0742  C66 1.087
71 H 1.1605 5.2062 -1.2379  C66 1.112
72 H 0.8174 3.5306 -0.6955  C66 1.124
73 H 0.9873 3.3834 2.2253  C69 1.093
74 H -0.1097 4.5970 2.8893  C69 1.097
75 H 1.6387 4.9924 2.4546  C69 1.101
76 C -0.6508 0.5087 5.1625  C77 1.523, H80 1.084, H81 1.081, H82 1.075
77 C 0.7008 0.7574 4.5051  C76 1.523, O78 1.218, C79 1.498
78 O 0.7083 1.4154 3.4803  C77 1.218
79 C 1.9626 0.1160 4.9963  C77 1.498, H83 1.099, H84 1.061, H85 1.081
80 H -1.0433 -0.4668 4.8978  C76 1.084
81 H -1.3541 1.2432 4.7947  C76 1.081
82 H -0.5906 0.5944 6.2323  C76 1.075
83 H 2.8732 0.4644 4.4902  C79 1.099
84 H 1.9668 -0.9254 4.7947  C79 1.061
85 H 2.0464 0.2352 6.0673  C79 1.081
86 C 5.3306 0.3580 -2.9049  C87 1.546, H90 1.103, H91 1.098, H92 1.080
87 C 5.9686 1.4059 -1.9634  C86 1.546, O88 1.200, C89 1.570
88 O 6.9298 2.0709 -2.2370  C87 1.200
89 C 5.3036 1.4389 -0.5416  C87 1.570, H93 1.100, H94 1.106, H95 1.063
90 H 5.9083 -0.5366 -2.6181  C86 1.103
91 H 5.4614 0.5333 -3.9806  C86 1.098
92 H 4.3250 0.1510 -2.5714  C86 1.080
93 H 5.1446 0.4282 -0.1371  C89 1.100
94 H 4.2863 1.8567 -0.6559  C89 1.106
95 H 5.8934 2.0436 0.1031  C89 1.063

Atomic partial charges in e from the Mulliken method, atoms 1 to 8: number 1, C, carries -0.81; number 2, C, carries -0.61; number 3, C, carries 0.98; number 4, S, carries 1.18; number 5, O, carries -0.69; number 6, O, carries -0.66; number 7, C, carries -0.71; number 8, H, carries 0.36